Below is a single C7H13N molecule at a distorted geometry, with properties calculated with ωB97M-V/def2-TZVPD.

```
21
Properties=species:S:1:pos:R:3:mulliken_charge:R:1
C 1.761 0.344 2.177 -0.927
C 0.832 -0.294 1.441 -0.173
C 0.514 -0.308 -0.068 0.815
C 1.161 0.319 -1.106 -0.159
C 2.270 1.396 -1.192 -1.187
C -0.659 -1.045 -0.480 -1.009
C -1.948 -0.188 0.093 -0.370
N -3.162 -0.946 -0.461 -0.619
H 2.101 1.192 1.598 0.191
H 2.022 0.196 3.143 0.348
H 0.165 -1.031 1.804 0.318
H 0.798 0.211 -2.163 0.147
H 2.314 1.770 -2.268 0.308
H 1.874 2.434 -0.896 0.256
H 3.020 1.030 -0.485 0.351
H -0.735 -2.072 -0.039 0.408
H -0.891 -1.177 -1.635 0.272
H -1.954 -0.201 1.234 0.233
H -2.072 0.723 -0.370 0.380
H -3.346 -1.885 -0.021 0.198
H -4.065 -0.469 -0.305 0.221
```

Output
- energy above the lowest of the compared OMol25 structures with the same formula, charge and spin (eV) = 3.563
- total charge = 0
- orbital gap (Ha) = 0.342
- 2S+1 = 1
- HOMO energy (hartree) = -0.306
- SMILES = C=C/C(=C\C)CCN

=====

Below is a molecular structure, C24H20CuF6INO5S at a distorted geometry, with properties calculated with ωB97M-V/def2-TZVPD.

```
59
Properties=species:S:1:pos:R:3:mulliken_charge:R:1
C 0.366 -1.702 5.067 -0.967
C 0.493 -0.249 4.739 0.710
O 0.606 0.571 5.591 -0.525
O 0.512 0.119 3.424 -0.294
C -0.783 0.076 2.798 0.237
C -1.550 1.388 2.938 -0.938
C -2.668 1.429 1.875 -0.858
C -2.701 2.704 1.018 -0.771
C -1.320 3.146 0.482 -0.981
C -1.264 3.221 -1.016 -0.435
C -1.790 4.323 -1.689 -0.547
C -1.718 4.407 -3.074 -0.917
C -1.141 3.388 -3.817 -0.614
C -0.630 2.263 -3.178 0.004
C -0.705 2.200 -1.792 0.860
S -0.089 0.764 -0.949 0.473
C 1.111 0.177 -2.100 0.991
C 2.180 -0.609 -1.638 0.972
C 2.327 -0.915 -0.199 -0.096
O 2.455 -0.046 0.639 -0.941
C 2.501 -2.371 0.305 1.134
F 3.778 -2.612 -0.184 -0.369
F 2.607 -2.368 1.621 -0.199
C 1.551 -3.480 -0.184 0.637
F 2.159 -4.642 0.117 -0.297
F 1.403 -3.425 -1.511 -0.263
C 0.158 -3.515 0.472 0.864
F -0.523 -2.408 0.134 -0.150
F 0.255 -3.573 1.800 -0.294
C -0.624 -4.774 -0.010 0.046
O -0.475 -5.825 0.501 -0.423
O -1.461 -4.525 -1.028 -0.413
C 3.110 -1.107 -2.555 -0.323
C 2.995 -0.786 -3.898 -1.410
C 1.940 -0.007 -4.343 -0.617
C 0.980 0.482 -3.452 -0.324
N -0.083 1.232 -4.005 -0.655
I -1.600 -0.020 -4.696 0.197
H 0.565 -2.361 4.227 0.194
H 1.040 -1.960 5.874 0.366
H -0.639 -1.903 5.428 0.320
H -0.614 -0.113 1.741 -0.347
H -1.356 -0.749 3.222 0.450
H -2.013 1.383 3.921 0.432
H -0.857 2.218 2.869 0.498
H -3.622 1.369 2.393 0.488
H -2.635 0.559 1.220 0.371
H -3.205 3.505 1.551 0.422
H -3.326 2.484 0.154 0.456
H -1.134 4.157 0.839 0.553
H -0.512 2.537 0.875 0.715
H -2.253 5.116 -1.120 0.504
H -2.125 5.281 -3.557 0.405
H -1.097 3.458 -4.893 0.495
H -2.344 -4.844 -0.796 0.380
H 3.931 -1.753 -2.264 0.464
H 3.701 -1.167 -4.619 0.420
H 1.854 0.203 -5.396 0.505
Cu 4.277 -0.354 0.128 0.406
```

Output
- total charge = +1
- orbital gap (Ha) = 0.207
- 2S+1 = 1
- HOMO energy (hartree) = -0.399